# C20H20ClN5OS

The molecule C20H20ClN5OS at a distorted geometry (ωB97M-V/def2-TZVPD, the Open Molecules 2025 dataset).

Structure (SMILES): C/C=C/C[C@@H](NC(=O)c1nccs1)c1cnc(Nc2ccc(C)nc2)c(Cl)c1
E_LUMO: -0.0082 Eh
Gap between HOMO and LUMO: 7.5 eV
Energy above the lowest of the compared OMol25 structures with the same formula, charge and spin: 303.6 kJ/mol
E_HOMO: -7.749 eV
Total charge: 0
E_tot: -53916.700 eV

Each line ends with the Löwdin charge.
Atoms and positions in Å:
1 C -2.854 -6.653 -1.081  -0.110
2 C -2.780 -5.391 -0.225  -0.152
3 C -1.686 -4.567 -0.242  -0.104
4 C -1.538 -3.390 0.732  -0.143
5 C -0.926 -2.037 0.126  -0.202
6 N -2.265 -1.434 -0.345  0.110
7 C -2.663 -1.326 -1.676  -0.454
8 O -2.060 -2.047 -2.473  0.015
9 C -3.450 -0.240 -2.263  -0.509
10 N -4.040 0.648 -1.423  0.087
11 C -4.901 1.311 -2.323  -0.256
12 C -4.828 1.190 -3.713  -0.341
13 S -3.657 -0.097 -3.998  1.075
14 C -0.396 -1.093 1.081  -0.231
15 C 0.788 -0.486 0.822  -0.054
16 N 1.375 0.365 1.690  0.150
17 C 0.731 0.636 2.818  -0.303
18 N 1.493 1.500 3.649  0.069
19 C 2.561 2.362 3.388  -0.215
20 C 3.411 2.691 4.442  -0.037
21 C 4.546 3.367 4.185  -0.050
22 C 4.786 3.839 2.896  -0.427
23 C 6.190 4.122 2.686  -0.060
24 N 3.997 3.789 1.885  0.106
25 C 2.878 3.018 2.104  -0.030
26 C -0.543 0.162 3.215  -0.650
27 Cl -1.308 0.471 4.647  0.785
28 C -1.029 -0.734 2.271  -0.026
29 H -3.963 -6.891 -1.131  0.084
30 H -2.391 -6.573 -2.047  0.061
31 H -2.432 -7.539 -0.613  0.061
32 H -3.582 -5.028 0.392  0.088
33 H -0.848 -4.812 -0.960  0.126
34 H -0.789 -3.638 1.476  0.105
35 H -2.430 -3.140 1.308  0.104
36 H -0.194 -2.274 -0.700  0.162
37 H -2.507 -0.607 0.101  0.081
38 H -5.563 2.138 -1.943  0.113
39 H -5.256 1.815 -4.364  0.015
40 H 1.296 -0.822 -0.037  0.110
41 H 1.213 1.441 4.651  0.124
42 H 3.304 2.107 5.386  0.130
43 H 5.443 3.474 4.802  0.114
44 H 6.685 3.450 1.927  0.113
45 H 6.815 4.103 3.558  0.067
46 H 6.223 5.078 2.269  0.061
47 H 2.218 3.040 1.167  0.123
48 H -2.001 -1.218 2.309  0.119